Entry 1:
Entry from the OMol25 dataset: a cluster of 6 separate species, C42H86BrF10N8O2 in total at a distorted geometry (ωB97M-V/def2-TZVPD).

For the total energy, the calculation gives -158174.0711 eV. The LUMO energy comes out at -4.215 eV.

ORCA input file:
```
! RIJCOSX wB97M-V def2-TZVPD def2/J DEFGRID3
* xyz 1 1
N 5.02113 -0.68050 0.89600
C 3.98828 -0.59807 1.73584
N 2.73600 -0.56121 1.32172
C 2.52878 -0.00317 -0.02117
C 2.81700 1.48224 -0.14409
O 1.94269 2.32150 -0.18487
F 4.10303 1.85161 -0.24854
C 1.84121 -0.00361 2.38184
C 0.41385 0.30131 1.94744
C -0.39495 -0.94591 1.70009
O -1.36979 -1.26891 2.33082
Br 0.22037 -2.11050 0.24106
C 2.43061 1.22090 3.09532
C 3.91275 0.98305 3.39384
N 4.13829 -0.47972 3.09827
C 5.34410 -1.06000 3.62505
F 6.35916 -0.19146 3.52962
F 5.69810 -2.12394 2.93052
C 5.22277 -1.56755 5.09092
F 4.32617 -2.53172 5.16153
F 6.41032 -2.11153 5.34016
C 4.98364 -0.53079 6.21735
F 5.36129 -1.13509 7.33953
F 5.76231 0.52662 6.08005
C 3.48749 -0.09854 6.43799
F 2.70598 -0.50430 5.43898
F 3.41780 1.21927 6.50982
F 3.02674 -0.59806 7.55351
H 5.78731 -0.02978 0.95146
H 5.06746 -1.40761 0.20387
H 1.51800 -0.13136 -0.35153
H 3.11657 -0.52915 -0.75555
H 1.76004 -0.77041 3.13890
H 0.32772 0.98162 1.10634
H -0.07535 0.77955 2.78157
H 1.87867 1.28831 4.02089
H 2.27065 2.15126 2.56550
H 4.48873 1.55374 2.67480
H 4.19403 1.28815 4.38624
C -3.52445 -4.04276 1.31013
C -4.36398 -3.10100 2.16002
N -5.78515 -3.21734 1.91056
C -6.55793 -2.13585 2.49642
C -6.59509 -2.01420 4.02446
C -6.34833 -4.54951 2.05028
C -6.18779 -5.26268 3.39916
H -3.74794 -3.91621 0.24962
H -2.46653 -3.82227 1.46270
H -3.68092 -5.08923 1.57439
H -4.06677 -2.07689 1.91862
H -4.10587 -3.26029 3.21957
H -7.58386 -2.19852 2.12359
H -6.16624 -1.19721 2.08964
H -7.23135 -2.77236 4.47771
H -7.01124 -1.04365 4.30214
H -5.60107 -2.08091 4.46804
H -5.90582 -5.18379 1.27760
H -7.40870 -4.50299 1.79205
H -5.17535 -5.17451 3.79577
H -6.39745 -6.32685 3.27592
H -6.88427 -4.88660 4.14633
C 4.07334 -4.06300 0.93185
C 3.15244 -5.14309 0.37781
N 3.00794 -5.08476 -1.06167
C 1.91972 -5.91191 -1.56320
C 2.02405 -7.42996 -1.38444
C 4.24686 -5.13695 -1.82162
C 5.16669 -6.34741 -1.62021
H 3.74103 -3.07094 0.60361
H 4.05408 -4.08567 2.02325
H 5.10971 -4.20491 0.62192
H 2.16508 -4.99501 0.82355
H 3.51173 -6.12221 0.72770
H 1.77560 -5.68782 -2.62289
H 1.00045 -5.57408 -1.07295
H 2.73966 -7.87284 -2.07474
H 1.05598 -7.88763 -1.59383
H 2.30108 -7.70864 -0.36748
H 4.82180 -4.23419 -1.59134
H 4.00293 -5.04267 -2.88173
H 5.29264 -6.60205 -0.56708
H 6.15692 -6.12397 -2.02140
H 4.80320 -7.22776 -2.14558
C -10.96088 -0.70101 -1.15421
C -10.04759 0.17268 -2.00124
N -8.89607 0.67006 -1.27277
C -8.17992 1.72057 -1.97385
C -7.49446 1.37193 -3.30122
C -8.07221 -0.34055 -0.63474
C -7.46374 -1.44202 -1.51299
H -11.26853 -0.17816 -0.24787
H -11.85791 -0.95282 -1.72060
H -10.48363 -1.63913 -0.86784
H -10.62717 1.03439 -2.34146
H -9.76160 -0.38958 -2.90410
H -7.43709 2.14694 -1.29318
H -8.89161 2.53055 -2.16208
H -6.58563 0.79061 -3.14968
H -7.20294 2.29169 -3.81365
H -8.15290 0.82138 -3.97296
H -8.67408 -0.82374 0.13970
H -7.26967 0.15927 -0.08574
H -8.18529 -1.85232 -2.22050
H -7.12138 -2.26427 -0.87939
H -6.59683 -1.08887 -2.06978
C -3.75983 3.72063 -1.51696
C -2.91536 4.46699 -2.53997
N -1.59283 4.81323 -2.05026
C -0.89136 5.76181 -2.90011
C -0.51579 5.32285 -4.32043
C -0.80083 3.70958 -1.55056
C -0.51462 2.53704 -2.49990
H -3.82508 4.28055 -0.58312
H -4.77113 3.58654 -1.90200
H -3.36204 2.72772 -1.29910
H -3.43333 5.39552 -2.78945
H -2.87638 3.87131 -3.46521
H 0.01288 6.09040 -2.37995
H -1.51712 6.65585 -2.97452
H 0.32512 4.62979 -4.32434
H -0.21073 6.19451 -4.90210
H -1.35244 4.86034 -4.84414
H -1.30329 3.30967 -0.66313
H 0.14642 4.10253 -1.17415
H -1.39900 2.21930 -3.05213
H -0.16679 1.67484 -1.92173
H 0.27063 2.77707 -3.21548
C 4.36527 4.21152 -3.10128
C 5.58108 4.31190 -2.19038
N 6.83201 4.42724 -2.90911
C 7.99924 4.23505 -2.06652
C 8.26263 5.25146 -0.94877
C 6.91105 5.52249 -3.86295
C 6.68426 6.94789 -3.34378
H 4.47942 3.39389 -3.81499
H 3.47161 4.01899 -2.50286
H 4.18991 5.13254 -3.65699
H 5.62172 3.39931 -1.58921
H 5.42339 5.14563 -1.48716
H 8.88248 4.17590 -2.70692
H 7.91203 3.24217 -1.60981
H 8.64225 6.19405 -1.33782
H 9.02320 4.85898 -0.27041
H 7.37011 5.45338 -0.35529
H 6.18269 5.33063 -4.65487
H 7.87965 5.47159 -4.36438
H 5.82376 7.01399 -2.67647
H 6.49446 7.61578 -4.18559
H 7.55604 7.33684 -2.82092
*
```

=====

Entry 2:
Entry from the OMol25 dataset: a cluster of 8 separate species, C42H86N2O14S6 in total at a distorted geometry (ωB97M-V/def2-TZVPD).

As for the SMILES: CC1(C)CCCC(C)(C)N1O.CC1(C)CCCC(C)(C)N1O.O=S1(=O)CCCC1.O=S1(=O)CCCC1.O=S1(=O)CCCC1.O=S1(=O)CCCC1.O=S1(=O)CCCC1.O=S1(=O)CCCC1. For the total energy, the calculation gives -141595.5988 eV. The LUMO energy comes out at 0.137 eV.

ORCA input file:
```
! RIJCOSX wB97M-V def2-TZVPD def2/J DEFGRID3
* xyz 0 1
C 3.62206 -10.13982 1.32559
C 2.96859 -11.19163 2.23017
C 1.41033 -11.02012 2.23434
S 0.96647 -10.49530 0.49129
O 0.21944 -9.24149 0.54775
O 0.56373 -11.64153 -0.33563
C 2.69573 -10.07242 0.07198
H 4.62689 -10.47081 1.06320
H 3.69991 -9.12508 1.71591
H 3.41515 -11.33709 3.21380
H 3.14330 -12.18191 1.80957
H 1.17328 -10.21594 2.93091
H 0.73181 -11.82786 2.50872
H 2.58007 -9.10042 -0.40754
H 2.97440 -10.72105 -0.75853
C 0.19565 -1.13668 -0.16919
C -1.08504 -1.82083 0.28258
C -0.69376 -3.29698 0.58221
S 1.14309 -3.27608 1.17822
O 2.03339 -4.07132 0.26166
O 1.27752 -3.42946 2.63915
C 1.38663 -1.52479 0.77886
H 0.06520 -0.05460 -0.18315
H 0.46451 -1.44363 -1.17993
H -1.81887 -1.69910 -0.51414
H -1.40829 -1.25544 1.15662
H -0.70712 -3.95225 -0.28874
H -1.32436 -3.79857 1.31629
H 2.40824 -1.40016 0.41987
H 1.26083 -0.99964 1.72570
C 7.07266 -4.65376 -6.05939
C 7.49880 -4.83275 -4.54112
C 6.30472 -4.99840 -3.59175
S 5.09107 -3.64941 -4.18849
O 5.36643 -2.35245 -3.52104
O 3.71896 -4.14912 -4.45393
C 5.88735 -3.67213 -5.89136
H 6.74734 -5.60865 -6.47223
H 7.88440 -4.31644 -6.70390
H 8.07872 -3.94981 -4.27242
H 8.21001 -5.63048 -4.32686
H 6.46564 -4.93974 -2.51529
H 5.73450 -5.91039 -3.76843
H 6.08870 -2.61840 -6.08427
H 5.09927 -3.91867 -6.60286
C -2.83642 -5.65412 -6.68754
C -2.39343 -4.25586 -7.17144
C -3.11156 -3.20348 -6.25913
S -4.70996 -3.88783 -5.64870
O -5.87018 -3.35055 -6.34897
O -4.58259 -3.88359 -4.17427
C -4.34999 -5.64972 -6.35571
H -2.28990 -5.98151 -5.80311
H -2.53280 -6.36716 -7.45402
H -2.65729 -4.05506 -8.20977
H -1.30847 -4.29154 -7.07289
H -3.33820 -2.33211 -6.87350
H -2.50119 -2.80742 -5.44752
H -4.83759 -5.59947 -7.32926
H -4.76403 -6.32073 -5.60310
C -4.04979 -0.22621 5.80518
C -4.20899 -0.30980 7.29499
C -4.86837 0.94000 7.85586
S -6.28633 1.30544 6.67259
O -6.33692 2.73611 6.45066
O -7.43972 0.49855 7.04450
C -5.38210 0.43379 5.25212
H -3.65363 -1.11250 5.30954
H -3.32799 0.52510 5.48478
H -3.18310 -0.51592 7.60017
H -4.79099 -1.18068 7.59654
H -4.19838 1.77773 7.66245
H -5.21151 0.98972 8.88924
H -5.29659 1.14062 4.42679
H -6.07580 -0.23496 4.74256
C 10.47665 1.19098 2.66809
C 9.85740 1.57904 1.28267
C 8.69036 0.65545 1.02308
S 9.40065 -0.99881 1.50797
O 10.30138 -1.42478 0.41470
O 8.36467 -1.88092 2.01820
C 10.36960 -0.30341 2.91575
H 10.01589 1.71140 3.50771
H 11.53659 1.44345 2.69778
H 10.52752 1.27497 0.47857
H 9.68756 2.63650 1.08011
H 8.35942 0.40315 0.01565
H 7.81911 0.90282 1.62958
H 11.17629 -1.03581 2.88508
H 9.71407 -0.45086 3.77402
C -6.58011 2.54732 -2.65738
C -6.36848 3.78380 -3.50235
C -7.77680 4.26794 -3.91514
C -8.56477 5.02762 -2.85033
C -7.68256 6.19643 -2.36700
C -6.34103 5.78332 -1.76288
N -5.66648 4.89144 -2.73161
O -4.36742 4.50723 -2.40387
C -5.47897 7.08828 -1.74361
C -6.61071 5.17336 -0.28232
C -5.62852 3.35877 -4.78615
H -5.65372 2.35701 -2.11545
H -6.84118 1.65233 -3.22213
H -7.38266 2.55237 -1.91982
H -7.73905 4.88004 -4.81626
H -8.43018 3.45795 -4.23935
H -8.82005 4.32192 -2.05981
H -9.55513 5.27531 -3.23235
H -8.26661 6.76650 -1.64450
H -7.56098 6.79599 -3.26913
H -5.22354 7.48357 -2.72677
H -5.82736 7.87374 -1.07296
H -4.50351 6.76778 -1.37776
H -7.65871 5.31971 -0.02084
H -6.42988 4.09852 -0.27109
H -5.91857 5.62645 0.42745
H -6.29127 2.77393 -5.42396
H -4.79090 2.68573 -4.60303
H -5.18358 4.15741 -5.37971
H -3.89109 4.74565 -3.20252
C -0.19899 5.29637 5.32425
C 0.38227 5.45784 3.89017
C 0.11034 6.95479 3.47285
C 0.99910 7.47784 2.31986
C 2.41709 7.03283 2.53647
C 2.68405 5.54758 2.77741
N 1.81334 5.15343 3.91788
O 2.15490 3.90205 4.42023
C 2.42683 4.76697 1.52222
C 4.21208 5.56170 3.13819
C -0.39795 4.56661 2.84855
H -1.28776 5.26532 5.28246
H 0.18723 6.03720 6.02433
H -0.01381 4.29418 5.71082
H -0.91888 7.07195 3.13360
H 0.33379 7.53418 4.36867
H 0.91892 8.56046 2.22185
H 0.56722 6.93683 1.47791
H 2.80961 7.57716 3.39539
H 3.01410 7.32602 1.67292
H 3.40245 4.44820 1.15526
H 1.93498 3.80929 1.69265
H 1.93796 5.39094 0.77405
H 4.80695 6.01202 2.34355
H 4.45252 6.15742 4.01876
H 4.41893 4.55759 3.50845
H -0.17828 3.50093 2.91309
H -0.35214 5.02766 1.86192
H -1.45116 4.61485 3.12515
H 2.70743 4.25498 5.12148
*
```

=====

Entry 3:
Entry from the OMol25 dataset: a cluster of 8 separate species, C42H86N2O14S6 in total at a distorted geometry (ωB97M-V/def2-TZVPD).

As for the SMILES: CC1(C)CCCC(C)(C)N1O.CC1(C)CCCC(C)(C)N1O.O=S1(=O)CCCC1.O=S1(=O)CCCC1.O=S1(=O)CCCC1.O=S1(=O)CCCC1.O=S1(=O)CCCC1.O=S1(=O)CCCC1. For the total energy, the calculation gives -141595.3292 eV. The LUMO energy comes out at -0.049 eV.

ORCA input file:
```
! RIJCOSX wB97M-V def2-TZVPD def2/J DEFGRID3
* xyz 0 1
C 2.71612 -5.78054 -2.77097
C 1.45747 -5.65799 -3.76374
C 1.84744 -4.65117 -4.85881
S 2.77813 -3.35094 -4.01669
O 1.95490 -2.38730 -3.39847
O 3.85272 -2.81949 -4.87753
C 3.58653 -4.46351 -2.82103
H 3.32678 -6.67806 -2.86925
H 2.38036 -5.83950 -1.73564
H 0.48098 -5.52840 -3.29707
H 1.27292 -6.60295 -4.27471
H 1.07559 -4.19267 -5.47696
H 2.70804 -5.10326 -5.35185
H 3.76198 -3.95621 -1.87235
H 4.60790 -4.49182 -3.20063
C -3.28660 -1.17152 -3.81765
C -2.22392 -2.10652 -4.40699
C -0.93901 -1.32307 -4.57133
S -1.53371 0.42287 -4.79324
O -1.29341 0.85418 -6.14832
O -1.25846 1.32688 -3.67679
C -3.31854 0.04035 -4.72485
H -3.01356 -1.16564 -2.76242
H -4.29231 -1.59175 -3.82314
H -2.71821 -2.41169 -5.32928
H -1.92783 -2.99112 -3.84315
H -0.38351 -1.57298 -5.47525
H -0.28128 -1.13078 -3.72368
H -3.61424 -0.19022 -5.74832
H -3.76769 0.97257 -4.38230
C -2.51738 -5.91620 0.01802
C -2.26261 -4.74430 0.96407
C -1.88262 -5.27467 2.34477
S -2.75593 -6.95225 2.51167
O -3.75558 -6.81287 3.54080
O -1.72028 -8.06940 2.60305
C -3.35944 -6.92097 0.79016
H -1.63301 -6.55169 -0.02830
H -2.84048 -5.63614 -0.98462
H -3.17032 -4.14645 1.04622
H -1.61495 -4.07106 0.40249
H -2.15935 -4.65347 3.19660
H -0.79866 -5.30788 2.45447
H -4.36025 -6.50917 0.92006
H -3.41266 -7.98048 0.53977
C 0.72167 -1.17428 -0.32747
C 0.42897 0.24910 -0.74725
C -1.03737 0.70049 -0.48593
S -1.68566 -0.58236 0.62710
O -2.45315 -1.61105 -0.09637
O -2.20185 -0.10384 1.91416
C -0.03969 -1.31453 0.99328
H 1.76209 -1.48085 -0.21961
H 0.51001 -1.81664 -1.18225
H 0.66833 0.10339 -1.80062
H 1.22644 0.86615 -0.33325
H -1.70629 0.89687 -1.32383
H -0.82989 1.59237 0.10535
H -0.28414 -2.28255 1.43065
H 0.41617 -0.78881 1.83227
C 3.81344 -5.93414 4.74290
C 3.01845 -7.06079 4.10621
C 1.91069 -6.38321 3.26537
S 2.74410 -4.93688 2.43539
O 1.80588 -3.80161 2.36730
O 3.41907 -5.47343 1.21035
C 3.99164 -4.74557 3.77877
H 4.73533 -6.15874 5.27933
H 3.05981 -5.54046 5.42493
H 2.66819 -7.69115 4.92357
H 3.61569 -7.57710 3.35467
H 1.25791 -5.89549 3.98932
H 1.41243 -7.09928 2.61185
H 3.70732 -3.84017 4.31499
H 4.96471 -4.58984 3.31297
C 3.53646 1.70446 -5.37006
C 3.24463 0.40550 -4.55495
C 4.66322 0.20206 -3.77373
S 5.63478 1.70782 -3.95020
O 6.60698 1.52850 -5.01922
O 5.94934 2.40691 -2.68800
C 4.27134 2.65565 -4.58888
H 2.67806 2.22932 -5.78933
H 4.06287 1.47241 -6.29588
H 3.07714 -0.43266 -5.23137
H 2.45578 0.70992 -3.86711
H 5.40085 -0.54834 -4.05815
H 4.50450 -0.00200 -2.71484
H 4.77266 3.53329 -4.99697
H 3.66670 2.94493 -3.72933
C -2.52810 2.45725 4.00427
C -3.90808 3.03250 3.76641
C -3.64629 4.49979 3.30488
C -3.92024 4.86260 1.88021
C -5.36947 4.34935 1.62202
C -5.50696 2.81294 1.79515
N -4.42645 2.23440 2.61558
O -4.61618 0.85224 2.91992
C -6.93399 2.55203 2.24855
C -5.30033 2.19803 0.43079
C -4.89596 3.05332 4.99970
H -2.48970 1.38117 4.17366
H -2.08754 2.97162 4.85834
H -1.88302 2.65988 3.14934
H -4.19263 5.12498 4.01111
H -2.65449 4.87526 3.55680
H -3.10054 4.45162 1.29090
H -4.06109 5.91125 1.61832
H -5.54737 4.55860 0.56719
H -6.06844 4.88501 2.26436
H -7.70635 3.31948 2.19756
H -7.22267 1.55449 1.91737
H -6.93998 2.43577 3.33232
H -5.14861 1.12977 0.27615
H -6.10127 2.54985 -0.21945
H -4.30662 2.54073 0.14232
H -5.95040 3.28895 4.85569
H -4.44016 3.89605 5.51947
H -4.73967 2.11851 5.53803
H -3.90898 0.41149 2.44325
C 2.63322 7.29157 -0.45463
C 2.25427 5.87496 -0.01892
C 3.57324 5.01547 -0.20684
C 3.47848 3.64290 0.45612
C 3.36914 3.84144 1.89435
C 2.03800 4.72776 2.27793
N 1.93022 5.92766 1.42855
O 0.73867 6.61984 1.59595
C 0.79161 3.74243 2.26753
C 2.31862 5.21698 3.64172
C 1.27404 5.23260 -0.96784
H 1.69764 7.85003 -0.42434
H 3.23101 7.24991 -1.36513
H 3.23150 7.83561 0.27624
H 3.69679 4.91044 -1.28472
H 4.39315 5.58667 0.22855
H 4.28267 3.01840 0.06704
H 2.63066 3.18979 -0.05769
H 4.27845 4.19854 2.37784
H 3.23108 2.83793 2.29687
H 0.81333 3.25159 3.24051
H -0.13548 4.31435 2.22855
H 0.84522 3.23327 1.30525
H 2.78348 4.53041 4.34927
H 2.99131 6.06930 3.54604
H 1.40995 5.49254 4.17696
H 1.70121 4.95433 -1.93127
H 0.43497 5.89873 -1.16873
H 0.88659 4.30104 -0.55533
H 0.94084 7.22048 2.31703
*
```